[1]
C28H34CrNO as an isolated structure. Source: the Open Molecules 2025 dataset; level of theory: the ωB97M-V functional and the def2-TZVPD basis.

```
65
Properties=species:S:1:pos:R:3:mulliken_charge:R:1
C 1.844 0.049 1.896 -0.364
C 2.329 -0.496 0.683 -1.151
C 2.233 0.493 -0.307 -0.240
H 2.685 -1.501 0.536 0.459
C 1.672 1.646 0.285 -0.897
C 1.445 1.370 1.653 -0.681
H 1.402 2.556 -0.220 0.504
C -1.144 -1.436 1.837 -0.699
C -0.114 -2.173 1.214 -0.621
C -0.407 -2.265 -0.162 -0.487
H 0.749 -2.590 1.701 0.605
C -1.644 -1.613 -0.391 0.262
C -2.087 -1.111 0.846 -1.290
H 2.480 0.371 -1.347 0.424
H 0.981 2.036 2.358 0.628
H 1.760 -0.472 2.835 0.930
H -2.959 -0.503 1.005 0.378
H 0.203 -2.754 -0.902 0.443
H -1.203 -1.162 2.877 0.788
Cr 0.000 0.000 0.354 0.374
C -2.386 -1.483 -1.695 2.226
C -3.772 -2.117 -1.534 -1.947
C -1.652 -2.184 -2.834 -2.369
H -3.687 -3.098 -1.071 0.424
H -4.259 -2.238 -2.502 0.493
H -4.416 -1.506 -0.905 0.342
H -1.707 -3.266 -2.724 0.506
H -0.601 -1.905 -2.873 0.335
H -2.105 -1.926 -3.791 0.391
C -2.592 0.004 -2.050 -1.173
C -1.315 0.704 -2.366 0.216
H -3.022 0.531 -1.197 0.338
H -3.303 0.089 -2.867 0.336
O -0.291 0.562 -1.666 -0.109
N -1.226 1.502 -3.447 -0.039
C -0.235 2.524 -3.707 -1.357
H -1.755 1.160 -4.235 0.340
C 1.158 2.023 -4.016 0.879
C 2.301 2.641 -3.529 -0.318
H 2.241 3.524 -2.909 0.371
C 3.558 2.145 -3.855 -0.602
H 4.435 2.651 -3.476 0.379
C 3.683 1.025 -4.659 -0.467
H 4.663 0.641 -4.911 0.394
C 2.542 0.399 -5.146 -0.707
H 2.629 -0.476 -5.777 0.401
C 1.290 0.897 -4.827 -0.164
H 0.404 0.406 -5.215 0.315
H -0.201 3.214 -2.864 0.380
H -0.608 3.110 -4.546 0.399
C -1.270 0.706 5.676 -1.647
C 0.000 0.000 5.178 1.930
C 1.246 0.748 5.677 -1.504
C 0.025 -1.452 5.678 -1.488
C 0.000 0.000 3.658 -0.091
C 0.000 0.000 2.354 0.141
H -1.298 0.722 6.787 0.418
H -2.178 0.180 5.309 0.291
H -1.303 1.755 5.309 0.332
H 1.271 0.766 6.788 0.406
H 2.172 0.252 5.314 0.307
H 1.245 1.797 5.308 0.267
H -0.868 -2.007 5.315 0.334
H 0.934 -1.976 5.310 0.299
H 0.028 -1.483 6.789 0.427
```

The value obtained for the energy is -61538.532 eV. Its spin multiplicity is 4. As for the expectation value of S²: 3.96. The HOMO-LUMO gap (spin up / spin down) comes out at 0.213 / 0.221 Ha. The HOMO energy (spin up / spin down) comes out at -5.464 / -5.713 eV.

=====

[2]
C28H34N3O2PSn as an isolated structure. Source: the Open Molecules 2025 dataset; level of theory: the ωB97M-V functional and the def2-TZVPD basis.

```
69
Properties=species:S:1:pos:R:3:mulliken_charge:R:1
C -2.365 0.108 -3.856 -0.749
C -2.071 -1.049 -3.138 -0.758
C -1.468 -0.961 -1.864 0.974
C -1.184 0.322 -1.331 -0.116
C -1.400 1.464 -2.112 0.870
C -2.037 1.354 -3.350 -0.976
C -1.351 -2.260 -1.087 1.038
C -0.509 -3.450 -1.657 -1.235
N 0.878 -3.207 -1.960 0.364
Sn -0.291 0.866 0.697 0.784
C -0.923 2.846 -1.749 -1.582
P 0.846 2.800 -1.197 0.590
H -2.327 -2.027 -3.576 0.386
H -2.188 2.240 -3.969 0.373
H -2.827 0.045 -4.840 0.423
H -1.526 3.334 -0.966 0.554
H -0.909 3.471 -2.656 0.427
H -0.997 -2.047 -0.056 -0.954
H -2.370 -2.690 -0.971 0.551
H -0.461 -4.264 -0.892 0.600
C 1.202 4.588 -1.043 -1.180
C 1.631 2.308 -2.773 -1.075
H -0.980 -3.875 -2.573 0.359
C 1.224 -2.400 -3.095 -0.679
C 1.858 -3.315 -0.906 -0.633
H 2.886 2.676 2.296 -0.148
H 1.758 -3.001 -3.847 0.351
H 0.344 -1.963 -3.586 0.249
H 1.890 -1.579 -2.786 0.301
H 2.488 -4.208 -1.058 0.331
H 2.518 -2.430 -0.901 0.333
H 1.356 -3.405 0.067 0.227
H 1.806 3.173 -3.433 0.369
H 2.586 1.838 -2.488 0.376
H 1.017 1.561 -3.301 0.310
H 1.160 5.113 -2.008 0.433
H 0.492 5.049 -0.341 0.386
H 2.203 4.713 -0.611 0.400
H 2.950 3.403 2.368 0.142
O -2.091 0.875 2.209 -0.732
C -1.876 -0.285 2.684 0.235
N -2.100 -0.732 3.964 -0.040
C -1.328 -1.935 4.213 3.580
C -1.017 -2.348 2.740 -0.704
O -0.639 -3.459 2.368 -0.698
N -1.228 -1.242 1.951 -0.243
C 0.003 -1.601 4.914 -0.618
C 1.166 -2.306 4.598 -0.104
C 2.401 -1.935 5.151 -0.880
C 2.454 -0.871 6.051 -0.426
C 1.290 -0.193 6.407 -0.877
C 0.058 -0.565 5.850 -0.341
C -2.203 -2.956 4.900 -0.280
C -1.826 -3.643 6.056 -0.155
C -2.725 -4.544 6.642 -0.962
C -3.981 -4.762 6.080 -0.472
C -4.346 -4.075 4.914 -0.832
C -3.454 -3.172 4.330 -0.400
H -2.394 -0.098 4.700 0.339
H 1.116 -3.133 3.889 0.546
H 3.304 -2.462 4.842 0.423
H 3.417 -0.555 6.462 0.427
H 1.314 0.652 7.097 0.416
H -0.847 -0.030 6.136 0.323
H -0.849 -3.453 6.498 0.509
H -2.434 -5.064 7.553 0.426
H -4.684 -5.459 6.538 0.411
H -5.322 -4.220 4.460 0.402
H -3.746 -2.619 3.434 0.308
```

The value obtained for the energy is -53255.497 eV. Its spin multiplicity is 1. The HOMO-LUMO gap (spin up / spin down) comes out at 0.155 / 0.133 Ha. The HOMO energy (spin up / spin down) comes out at -12.990 / -12.982 eV. The charge is +2.

=====

[3]
C28H34N4O as an isolated structure. Source: the Open Molecules 2025 dataset; level of theory: the ωB97M-V functional and the def2-TZVPD basis.

```
67
Properties=species:S:1:pos:R:3:mulliken_charge:R:1
C 1.021 -4.341 -2.403 -1.219
C -0.268 -3.599 -2.369 0.630
N -1.410 -4.317 -2.566 -0.732
C -2.444 -3.428 -2.481 0.455
C -3.870 -3.897 -2.625 -1.174
C -1.873 -2.132 -2.247 -0.669
N -0.521 -2.253 -2.162 0.182
H 1.872 -3.649 -2.380 0.277
H 1.059 -5.023 -1.534 0.340
H 1.049 -4.960 -3.320 0.248
H -4.602 -3.090 -2.690 0.318
H -4.015 -4.515 -3.521 0.287
H -4.210 -4.538 -1.802 0.250
H -2.396 -1.192 -2.162 0.411
C 0.378 4.371 3.053 -1.003
N 0.387 2.984 2.690 0.284
C 0.405 2.020 3.646 0.268
O 0.437 2.202 4.877 -0.738
C 0.440 0.676 2.935 0.184
C -0.783 -0.208 3.226 -0.663
C -0.913 -0.551 4.697 0.523
C -2.081 -0.206 5.382 -0.388
C -2.175 -0.427 6.757 -0.587
C -1.109 -1.034 7.437 -0.406
C 0.042 -1.427 6.742 -0.697
C 0.139 -1.190 5.366 -0.198
N 0.527 1.069 1.518 0.553
C 0.541 0.136 0.517 0.333
C 0.518 0.356 -0.850 -0.121
C 0.609 -0.705 -1.846 0.064
C 0.886 -0.172 -3.225 0.499
C 1.225 -1.084 -4.233 -0.196
C 1.511 -0.684 -5.541 -0.939
C 1.564 0.668 -5.909 1.015
C 1.971 1.081 -7.295 -1.327
C 1.256 1.601 -4.911 -1.104
C 0.918 1.204 -3.613 -0.303
C 0.545 2.520 1.311 0.209
C -0.625 3.057 0.478 -1.526
C 1.886 3.010 0.747 -1.577
H 0.212 4.465 4.127 0.370
H 1.327 4.846 2.788 0.318
H -0.416 4.897 2.522 0.309
H 1.343 0.126 3.266 0.124
H -1.685 0.331 2.883 0.288
H -0.678 -1.132 2.626 0.417
H -2.895 0.270 4.825 0.316
H -3.074 -0.116 7.290 0.363
H -1.179 -1.200 8.512 0.359
H 0.873 -1.906 7.265 0.357
H 1.036 -1.475 4.808 0.340
H 0.500 -0.903 0.844 0.545
H 0.724 1.379 -1.188 -0.539
H 1.205 -1.559 -1.477 0.176
H 1.157 -2.141 -3.977 0.199
H 1.681 -1.447 -6.304 0.370
H 1.959 2.168 -7.423 0.340
H 2.984 0.738 -7.551 0.299
H 1.298 0.648 -8.046 0.330
H 1.247 2.664 -5.185 0.278
H 0.573 2.011 -2.955 0.357
H -1.586 2.846 0.967 0.341
H -0.506 4.143 0.366 0.484
H -0.646 2.609 -0.514 0.352
H 2.675 2.875 1.500 0.403
H 2.167 2.459 -0.152 0.300
H 1.810 4.074 0.495 0.443
```

The value obtained for the energy is -37593.832 eV. Its spin multiplicity is 1. The HOMO-LUMO gap comes out at 0.251 Ha. The HOMO energy comes out at -7.070 eV.

=====

Which value of spin multiplicity does entry 1 give? 4